A structure of composition C17H34MoO2P2 at a distorted geometry, computed with ωB97M-V/def2-TZVPD.

Last column: Löwdin spin population.
Atoms and positions in Å:
1 P 0.80 -2.50 0.79  0.163
2 P 0.32 2.46 1.23  0.000
3 C 1.26 -0.43 0.30  0.058
4 C 1.61 0.95 0.73  0.021
5 H 0.42 -0.30 -0.45  0.010
6 H 2.10 -0.86 -0.26  0.007
7 H 2.31 0.90 1.57  0.006
8 H 2.11 1.36 -0.16  0.001
9 C -0.86 3.71 0.52  -0.013
10 H -1.41 4.10 1.38  0.000
11 H -1.58 3.36 -0.21  0.002
12 H -0.28 4.52 0.06  -0.001
13 C 1.69 3.64 1.36  0.008
14 H 1.39 4.59 0.87  -0.001
15 H 2.58 3.30 0.82  0.002
16 H 1.93 3.88 2.39  0.002
17 C -0.22 -3.93 0.20  0.039
18 H -0.07 -4.79 0.85  0.008
19 H 0.10 -4.26 -0.81  0.000
20 H -1.31 -3.77 0.14  0.000
21 C 2.43 -3.28 0.69  0.011
22 H 3.20 -2.51 0.72  0.001
23 H 2.52 -3.86 -0.24  0.000
24 H 2.56 -3.97 1.55  0.003
25 Mo -0.74 0.37 0.57  1.291
26 C 0.19 1.36 -1.78  0.199
27 C -1.11 1.07 -1.34  -0.010
28 C -2.14 0.52 -2.33  0.012
29 C -1.89 -0.95 -2.65  0.002
30 C -0.96 -1.61 -1.69  0.034
31 C 0.38 -1.68 -1.89  0.040
32 C 1.23 -0.80 -2.74  0.010
33 C 0.87 0.68 -2.92  0.030
34 C 0.51 -1.87 2.46  0.011
35 H 0.63 2.35 -1.54  0.006
36 H -1.60 1.68 -0.54  0.014
37 H -2.15 1.10 -3.26  -0.002
38 H -3.13 0.68 -1.87  0.004
39 H -2.86 -1.47 -2.66  0.001
40 H -1.48 -1.02 -3.68  0.001
41 H -1.45 -2.24 -0.96  0.002
42 H 0.94 -2.54 -1.49  0.003
43 H 1.30 -1.24 -3.75  0.001
44 H 2.27 -0.88 -2.37  0.000
45 H 1.82 1.22 -3.11  0.000
46 H 0.30 0.80 -3.87  0.009
47 H 1.38 -1.30 2.83  0.001
48 H 0.43 -2.79 3.04  0.001
49 H -0.38 -1.22 2.42  -0.002
50 C -3.09 0.71 2.88  0.018
51 O -2.02 1.46 3.56  -0.004
52 C -0.86 1.60 2.90  -0.021
53 O 0.08 2.21 3.50  0.001
54 H -3.07 -0.29 3.34  0.000
55 H -2.97 0.63 1.77  0.019
56 H -4.04 1.21 3.16  0.000

Computed properties:
Energy, a.u.: -1568.4278
Max |F|, eV/A: 5.86
<S²>: 2.11
LUMO (spin up / spin down), eV: -7.36 / -7.45
Highest occupied orbital energy (spin up / spin down), Eh: -0.479 / -0.493
Total charge: +2
2S+1: 3
HOMO-LUMO gap (spin up / spin down), eV: 5.68 / 5.96
Energy above the lowest of the compared OMol25 structures with the same formula, charge and spin, kJ/mol: 871.6



A structure of composition C17H34N3PtSSb at a distorted geometry, computed with ωB97M-V/def2-TZVPD.

Last column: Mulliken charge in e.
Atoms and positions in Å:
1 Pt -0.78 0.08 0.37  0.780
2 C -2.12 0.86 3.11  -0.520
3 C -2.48 1.97 2.14  -0.889
4 N -2.59 1.49 0.77  -0.273
5 C -3.83 0.86 0.31  -0.828
6 C -4.09 -0.54 0.85  -0.652
7 S -2.67 -1.70 0.71  -0.065
8 C -2.31 -2.11 2.44  -0.729
9 C -1.09 -1.39 3.01  -0.591
10 N -1.00 0.02 2.60  -0.315
11 H -2.98 0.22 3.29  0.251
12 H -1.85 1.32 4.06  0.434
13 H -1.69 2.71 2.16  0.425
14 H -3.41 2.46 2.47  0.408
15 H -2.43 2.28 0.16  0.265
16 H -3.77 0.80 -0.78  0.346
17 H -4.69 1.49 0.56  0.429
18 H -4.89 -0.99 0.25  0.566
19 H -4.43 -0.54 1.88  0.392
20 H -2.12 -3.18 2.46  0.501
21 H -3.22 -1.93 3.01  0.467
22 H -0.19 -1.89 2.67  0.229
23 H -1.14 -1.49 4.10  0.408
24 H -0.12 0.40 2.94  0.348
25 C 3.96 2.12 1.24  -1.240
26 C 3.62 0.64 1.10  -0.657
27 Sb 1.84 0.22 -0.02  0.113
28 C 2.36 0.91 -2.00  -0.526
29 C 3.79 0.58 -2.43  -1.109
30 C 2.03 -1.94 0.06  -0.424
31 C 3.35 -2.52 -0.43  -1.185
32 H 4.97 2.23 1.65  0.375
33 H 3.27 2.63 1.92  0.338
34 H 3.94 2.64 0.28  0.325
35 H 3.52 0.15 2.06  0.539
36 H 4.39 0.12 0.53  0.328
37 H 2.20 1.99 -1.97  0.476
38 H 1.64 0.48 -2.69  0.274
39 H 4.53 0.99 -1.73  0.272
40 H 3.98 1.04 -3.40  0.422
41 H 3.95 -0.49 -2.52  0.227
42 H 1.18 -2.35 -0.50  0.304
43 H 1.88 -2.17 1.12  0.274
44 H 3.52 -2.30 -1.49  0.247
45 H 3.32 -3.61 -0.34  0.406
46 H 4.20 -2.17 0.15  0.303
47 C -1.13 -0.07 -4.46  -0.311
48 C -1.09 -1.24 -3.72  -0.879
49 C -1.00 -1.16 -2.35  0.079
50 N -0.96 0.01 -1.71  0.468
51 C -0.99 1.15 -2.42  -0.147
52 C -1.09 1.15 -3.80  -0.795
53 H -1.18 -0.10 -5.54  0.434
54 H -1.11 -2.21 -4.20  0.481
55 H -0.97 -2.05 -1.73  0.340
56 H -0.92 2.07 -1.86  0.392
57 H -1.11 2.08 -4.33  0.470

Computed properties:
Energy, a.u.: -1589.6481
Max |F|, eV/A: 1.60
LUMO, eV: -6.54
Highest occupied orbital energy, Eh: -0.518
Total charge: +2
HOMO-LUMO gap, eV: 7.56



A cluster of 7 separate species, C17H35BBr12IN4O2 in total at a distorted geometry, computed with ωB97M-V/def2-TZVPD.

Last column: Mulliken charge in e.
Atoms and positions in Å:
1 C 0.07 -0.42 -0.56  -0.683
2 C 0.63 -1.21 0.71  -0.350
3 C 1.16 -2.69 0.40  -0.786
4 I 1.24 -3.71 2.36  0.110
5 N 2.53 -2.72 -0.23  0.065
6 B 3.75 -3.05 0.62  0.787
7 O 4.46 -1.92 1.19  -0.533
8 O 4.20 -4.41 0.81  -0.489
9 C 2.69 -2.47 -1.53  0.215
10 N 1.71 -2.18 -2.56  -0.361
11 C 2.30 -1.93 -3.83  -0.033
12 N 3.73 -2.10 -3.63  -0.312
13 N 3.90 -2.42 -2.32  0.120
14 H 0.97 0.02 -1.12  0.227
15 H -0.50 -1.09 -1.30  0.048
16 H -0.57 0.49 -0.26  0.280
17 H 1.48 -0.65 1.25  0.234
18 H -0.25 -1.33 1.44  0.416
19 H 0.44 -3.32 -0.22  0.621
20 H 4.58 -1.32 0.41  0.284
21 H 4.41 -4.49 1.77  0.232
22 H 1.81 -1.65 -4.81  0.412
23 H 4.49 -1.99 -4.31  0.255
24 H 4.87 -2.57 -2.00  0.233
25 Br -2.88 -1.06 -2.81  -0.150
26 C -4.12 -0.69 -1.35  0.095
27 C -4.73 0.67 -1.50  -0.579
28 Br -3.48 2.07 -0.96  -0.167
29 H -3.57 -0.83 -0.42  0.334
30 H -4.89 -1.47 -1.43  -0.316
31 H -5.59 0.79 -0.83  0.369
32 H -5.05 0.90 -2.52  0.422
33 Br -0.92 2.49 -4.42  -0.120
34 C -1.21 4.41 -4.49  -0.553
35 C -2.34 4.83 -3.59  -0.327
36 Br -4.07 4.40 -4.38  -0.123
37 H -1.38 4.67 -5.54  0.287
38 H -0.27 4.86 -4.16  0.241
39 H -2.35 5.91 -3.45  0.332
40 H -2.31 4.35 -2.61  0.238
41 Br 4.04 -2.54 7.84  -0.121
42 C 4.64 -1.86 6.12  -0.680
43 C 3.91 -2.52 4.99  -0.404
44 Br 4.59 -4.32 4.65  -0.162
45 H 5.72 -2.00 6.08  0.465
46 H 4.43 -0.79 6.15  0.299
47 H 4.08 -1.97 4.05  0.226
48 H 2.84 -2.61 5.16  0.353
49 Br -7.42 -2.46 -1.65  -0.137
50 C -6.81 -4.17 -0.93  -0.620
51 C -6.73 -4.13 0.58  -0.538
52 Br -5.15 -3.16 1.18  -0.121
53 H -5.85 -4.39 -1.40  0.371
54 H -7.55 -4.89 -1.26  0.363
55 H -6.62 -5.14 0.98  0.332
56 H -7.59 -3.65 1.04  0.369
57 Br 1.94 0.34 6.64  -0.137
58 C 0.93 -0.04 8.26  -0.504
59 C 1.13 1.05 9.29  -0.598
60 Br 2.86 0.89 10.16  -0.114
61 H 1.25 -1.02 8.61  0.322
62 H -0.11 -0.09 7.94  0.340
63 H 0.39 0.95 10.09  0.347
64 H 1.07 2.05 8.87  0.362
65 Br 1.57 5.41 -6.75  -0.144
66 C 1.28 7.34 -6.82  -0.552
67 C 0.15 7.75 -5.92  -0.579
68 Br -1.58 7.32 -6.71  -0.118
69 H 1.11 7.59 -7.87  0.376
70 H 2.22 7.78 -6.49  0.344
71 H 0.14 8.83 -5.78  0.382
72 H 0.18 7.27 -4.94  0.300

Computed properties:
Energy, a.u.: -32248.7835
Max |F|, eV/A: 6.47
LUMO, eV: -3.44
Highest occupied orbital energy, Eh: -0.419
Total charge: +1
HOMO-LUMO gap, eV: 7.96
Energy above the lowest of the compared OMol25 structures with the same formula, charge and spin, kJ/mol: 181.0



Q: Look up the energy of the first one.
A: -1568.4278 a.u.